Entry from the Open Molecules 2025 dataset: the ion C46H37N4S with charge +1 (ωB97M-V with the def2-TZVPD basis set).

Gap between HOMO and LUMO   0.251 hartree
Total energy   -65092.5133 eV
LUMO energy   -2.7 eV
Net charge   +1

Each line ends with the Mulliken charge.
Element x y z (Å)
C1 5.54 -6.25 -0.58  -0.400
C2 4.94 -6.21 0.68  -0.724
C3 4.50 -5.00 1.21  -0.181
C4 4.70 -3.81 0.49  -0.212
N1 4.44 -2.56 1.15  0.935
C5 5.59 -1.84 1.57  -0.473
C6 6.30 -1.06 0.65  -0.062
C7 7.45 -0.38 1.06  -0.864
C8 7.90 -0.51 2.38  -0.379
C9 7.20 -1.32 3.29  -0.774
C10 6.05 -1.98 2.88  0.004
C11 3.16 -2.01 1.27  1.133
C12 2.80 -1.19 2.35  -1.204
C13 1.52 -0.61 2.41  0.128
C14 0.57 -0.88 1.41  -0.696
C15 -0.94 -0.51 1.38  0.859
C16 -1.30 0.35 0.16  -1.021
C17 -2.55 0.20 -0.46  -0.730
C18 -2.83 0.83 -1.67  -0.740
C19 -1.87 1.68 -2.25  1.301
N2 -2.10 2.19 -3.52  0.769
C20 -1.37 3.26 -4.06  0.145
C21 -1.06 3.23 -5.43  -0.247
C22 -0.46 4.33 -6.03  -0.667
C23 -0.23 5.50 -5.29  -0.451
C24 -0.56 5.54 -3.92  -0.809
C25 -1.09 4.41 -3.30  0.084
C26 -3.22 1.74 -4.30  -1.606
C27 -4.39 2.51 -4.29  0.286
C28 -5.46 2.13 -5.09  -0.833
C29 -5.35 1.00 -5.91  -0.354
C30 -4.18 0.24 -5.92  -0.848
C31 -3.11 0.60 -5.09  0.367
C32 -0.64 1.87 -1.60  -0.801
C33 -0.38 1.24 -0.39  -0.581
C34 0.98 -1.64 0.31  -1.363
C35 2.24 -2.22 0.24  -0.658
C36 5.34 -3.84 -0.76  0.035
C37 5.73 -5.07 -1.30  -0.733
H1 5.87 -7.20 -1.00  0.378
H2 4.81 -7.12 1.27  0.370
H3 4.04 -4.93 2.19  0.384
H4 5.94 -1.00 -0.38  0.382
H5 7.99 0.24 0.35  0.370
H6 8.79 0.02 2.70  0.380
H7 7.54 -1.43 4.32  0.368
H8 5.48 -2.63 3.55  0.432
H9 3.53 -1.03 3.16  0.449
H10 1.33 0.05 3.26  0.708
H11 -1.43 -1.49 1.19  0.399
H12 -3.32 -0.45 -0.01  0.651
H13 -3.79 0.68 -2.15  0.460
H14 -1.31 2.34 -6.00  0.396
H15 -0.18 4.27 -7.09  0.397
H16 0.20 6.37 -5.77  0.377
H17 -0.41 6.46 -3.34  0.362
H18 -1.31 4.41 -2.23  0.449
H19 -4.43 3.39 -3.64  0.423
H20 -6.38 2.71 -5.06  0.399
H21 -6.18 0.71 -6.54  0.403
H22 -4.08 -0.64 -6.56  0.387
H23 -2.18 0.02 -5.07  0.484
H24 0.11 2.51 -2.07  0.622
H25 0.58 1.43 0.09  0.494
H26 0.29 -1.79 -0.52  0.427
H27 2.54 -2.81 -0.62  0.467
H28 5.53 -2.90 -1.28  0.225
H29 6.19 -5.09 -2.29  0.385
C38 -6.26 1.16 5.74  -0.596
C39 -4.96 0.65 5.59  -0.758
C40 -4.36 0.81 4.35  0.196
C41 -4.95 1.46 3.28  0.643
C42 -6.25 1.95 3.41  -0.513
C43 -6.90 1.80 4.66  -0.597
S1 -3.83 1.48 1.89  0.027
C44 -2.69 0.54 2.76  0.473
N3 -1.44 -0.03 2.58  0.266
C45 -1.11 -0.81 3.80  -0.580
C46 -2.20 -0.50 4.78  -0.797
N4 -3.13 0.28 3.99  0.185
H30 -6.75 1.06 6.70  0.401
H31 -4.41 0.13 6.39  0.417
H32 -6.74 2.43 2.56  0.413
H33 -7.91 2.19 4.80  0.393
H34 -1.09 -1.87 3.55  0.328
H35 -0.14 -0.51 4.17  0.147
H36 -2.69 -1.38 5.21  0.493
H37 -1.78 0.09 5.61  0.396